{"formula": "C36H54CaNO30", "method": "ωB97M-V/def2-TZVPD", "charge": 1, "e_lumo_ev": -3.73, "fmax_ev_per_a": 5.98, "total_energy_ev": -119555.956, "symbols": ["Ca", "N", "O", "O", "O", "C", "C", "C", "O", "C", "O", "O", "H", "H", "H", "H", "H", "H", "C", "C", "C", "O", "C", "O", "O", "H", "H", "H", "H", "H", "H", "C", "C", "C", "O", "C", "O", "O", "H", "H", "H", "H", "H", "H", "C", "C", "C", "O", "C", "O", "O", "H", "H", "H", "H", "H", "H", "C", "C", "C", "O", "C", "O", "O", "H", "H", "H", "H", "H", "H", "C", "C", "C", "O", "C", "O", "O", "H", "H", "H", "H", "H", "H", "C", "C", "C", "O", "C", "O", "O", "H", "H", "H", "H", "H", "H", "C", "C", "C", "O", "C", "O", "O", "H", "H", "H", "H", "H", "H", "C", "C", "C", "O", "C", "O", "O", "H", "H", "H", "H", "H", "H"], "positions_angstrom": [[-17.20953, 28.16361, -6.76893], [-16.22813, 28.33379, -4.08524], [-15.60287, 28.38243, -3.04914], [-16.64220, 27.27303, -4.48275], [-16.36859, 29.28169, -4.79024], [-10.99381, 29.02994, -6.69631], [-11.98461, 30.13878, -7.04750], [-12.11903, 30.47761, -8.44969], [-13.49253, 30.08617, -8.71774], [-14.08870, 29.79108, -7.56553], [-15.26630, 29.48142, -7.51404], [-13.26942, 29.79018, -6.56432], [-10.01894, 29.10470, -7.17813], [-11.28943, 28.06774, -7.11452], [-10.87423, 28.98666, -5.61375], [-11.60497, 30.94977, -6.42599], [-11.41831, 29.84806, -8.99811], [-11.94271, 31.54034, -8.61587], [-16.38335, 23.79027, -3.54752], [-17.47232, 22.70133, -3.10502], [-17.09434, 21.75892, -1.97879], [-18.24646, 21.78391, -1.12772], [-19.17137, 22.68240, -1.53890], [-20.29150, 22.90378, -1.08817], [-18.69219, 23.29366, -2.65704], [-16.95857, 24.53659, -4.09545], [-15.65516, 23.31848, -4.20726], [-15.79638, 24.14773, -2.70147], [-17.60929, 22.06773, -3.98131], [-16.27835, 22.22878, -1.42970], [-16.83431, 20.77815, -2.37700], [-14.31302, 22.51883, -7.42062], [-13.89025, 23.67634, -6.57430], [-12.72086, 24.42839, -7.21773], [-13.17019, 25.74582, -7.33499], [-14.48167, 25.81425, -6.99369], [-15.23578, 26.76469, -6.99853], [-14.94541, 24.60096, -6.73780], [-14.29543, 22.77263, -8.48052], [-15.32961, 22.19027, -7.20458], [-13.57601, 21.72602, -7.29257], [-13.76359, 23.49385, -5.50718], [-12.42274, 24.08412, -8.20804], [-11.91746, 24.55909, -6.49278], [-17.45464, 32.89381, -2.17133], [-18.55876, 31.93984, -2.59517], [-18.30145, 30.44880, -2.25726], [-19.44841, 30.07461, -1.45349], [-20.13221, 31.16149, -1.13522], [-21.13001, 31.17901, -0.40058], [-19.59032, 32.25540, -1.69827], [-17.09035, 32.56901, -1.19671], [-17.67632, 33.95788, -2.08937], [-16.65302, 32.90497, -2.90983], [-18.84256, 32.06736, -3.63983], [-17.36346, 30.27612, -1.72957], [-18.27394, 29.83337, -3.15647], [-16.88352, 25.81713, -0.64676], [-18.06016, 26.75179, -0.57026], [-19.01190, 26.63799, -1.79329], [-20.29859, 26.48377, -1.10697], [-20.13083, 26.29840, 0.21810], [-21.04072, 26.15117, 1.00485], [-18.83708, 26.27380, 0.48717], [-16.20100, 25.81496, 0.20311], [-16.20342, 26.11268, -1.44563], [-17.28123, 24.80567, -0.72978], [-17.66800, 27.76873, -0.55793], [-18.71708, 25.80403, -2.43026], [-18.99366, 27.55099, -2.38843], [-10.64781, 28.08891, -2.72879], [-12.05006, 27.48300, -2.62791], [-12.58568, 27.11342, -4.03091], [-13.16724, 25.79965, -3.83990], [-12.75687, 25.27163, -2.64642], [-12.92016, 24.08753, -2.29236], [-12.07795, 26.22349, -1.95063], [-10.29886, 28.36951, -1.73501], [-10.58289, 29.06790, -3.20362], [-9.97096, 27.41594, -3.25519], [-12.76653, 28.18440, -2.20034], [-11.81177, 26.97446, -4.78580], [-13.26543, 27.93653, -4.25122], [-22.94118, 29.04199, -2.64655], [-22.05094, 28.00398, -3.40417], [-22.55312, 27.63493, -4.76505], [-21.42440, 27.47295, -5.51564], [-20.41019, 28.01763, -4.89417], [-19.32920, 28.16926, -5.44536], [-20.79576, 28.54037, -3.72624], [-22.37543, 29.51279, -1.84258], [-23.87935, 28.68205, -2.22419], [-23.26805, 29.79578, -3.36283], [-21.92061, 27.09218, -2.82132], [-23.18882, 28.47118, -5.05602], [-23.13513, 26.71474, -4.81643], [-13.62725, 31.20303, -3.62507], [-13.74245, 32.30166, -4.69766], [-15.06309, 32.31653, -5.40362], [-15.48643, 33.66036, -5.12260], [-14.68114, 34.26355, -4.28388], [-14.91363, 35.37685, -3.77892], [-13.67938, 33.49359, -3.92979], [-13.59572, 30.21791, -4.09050], [-14.44119, 31.28242, -2.90445], [-12.70619, 31.25446, -3.04446], [-12.89923, 32.16722, -5.37516], [-15.72768, 31.50165, -5.11661], [-14.95921, 32.20014, -6.48240], [-12.53368, 29.65219, 0.15103], [-13.98142, 29.16470, 0.21765], [-14.41021, 28.67416, 1.63494], [-15.61463, 29.34633, 1.81280], [-15.88740, 30.17775, 0.85150], [-16.95730, 30.73822, 0.63584], [-14.86537, 30.19714, -0.09165], [-11.84138, 28.81958, 0.27590], [-12.22002, 30.40657, 0.87258], [-12.27186, 30.02671, -0.83856], [-14.25047, 28.33869, -0.44069], [-13.61096, 28.84660, 2.35573], [-14.61199, 27.60300, 1.63172]]}